Version P
Formula: C4H4
Source: the Open Molecules 2025 dataset
Level of theory: ωB97M-V with the def2-TZVPD basis set

Results
HOMO-LUMO gap (spin up / spin down) in eV: 9.676 / 7.262
Highest occupied orbital energy (spin up / spin down) in eV: -10.548 / -9.607
Charge: 0
E_LUMO (spin up / spin down) in eV: -0.9 / -2.3

Bonds (Å) are listed after each position.
Cartesian coordinates (Å):
1 C -0.314 -2.650 -1.346  C2 1.194
2 C 0.044 -1.887 -0.501  C1 1.194
3 C -0.100 -0.202 0.693  C4 1.439, H5 1.052
4 C 0.300 1.094 0.213  C3 1.439, H6 1.069, H7 1.115, H8 1.067
5 H -1.054 -0.560 0.958  C3 1.052
6 H 0.397 0.899 -0.833  C4 1.069
7 H 1.270 1.566 0.494  C4 1.115
8 H -0.543 1.740 0.322  C4 1.067


Version Q
Formula: C4H4
Source: the Open Molecules 2025 dataset
Level of theory: ωB97M-V with the def2-TZVPD basis set

Results
HOMO-LUMO gap (spin up / spin down) in eV: 7.895 / 7.653
Highest occupied orbital energy (spin up / spin down) in eV: -8.081 / -8.217
Charge: 0
E_LUMO (spin up / spin down) in eV: -0.2 / -0.6

Bonds (Å) are listed after each position.
Cartesian coordinates (Å):
1 C 1.565 -0.694 0.430  C4 1.420
2 C -0.413 0.264 -0.170  C3 1.305, C4 1.523
3 C -1.224 -0.545 -0.795  C2 1.305, H5 1.013, H6 1.059
4 C 0.905 0.559 0.534  C1 1.420, C2 1.523, H7 1.109, H8 1.040
5 H -2.174 -0.223 -0.937  C3 1.013
6 H -1.075 -1.594 -0.789  C3 1.059
7 H 0.929 0.906 1.587  C4 1.109
8 H 1.486 1.326 0.139  C4 1.040


Taking the most stable structure as the zero point, the relative energies in eV are version P 1.604; version Q 0.000.


Version P
Formula: C4H4
Source: the Open Molecules 2025 dataset
Level of theory: ωB97M-V with the def2-TZVPD basis set

Results
HOMO-LUMO gap in eV: 8.406
Highest occupied orbital energy in eV: -9.735
Charge: 0
E_LUMO in eV: -1.3

Bonds (Å) are listed after each position.
Cartesian coordinates (Å):
1 C 2.707 0.345 0.011  C2 1.275
2 C 1.563 -0.219 0.026  C1 1.275, C3 1.326
3 C 0.261 -0.469 0.064  C2 1.326, C4 1.466, H5 1.151
4 C -0.953 0.352 0.027  C3 1.466, H6 1.055, H7 1.006, H8 1.204
5 H 0.142 -1.613 0.085  C3 1.151
6 H -0.682 1.349 0.240  C4 1.055
7 H -1.662 -0.006 0.644  C4 1.006
8 H -1.376 0.260 -1.096  C4 1.204


Version Q
Formula: C4H4
Source: the Open Molecules 2025 dataset
Level of theory: ωB97M-V with the def2-TZVPD basis set

Results
Structure (SMILES): C#CC=C
HOMO-LUMO gap in eV: 10.386
Highest occupied orbital energy in eV: -9.363
Charge: 0
E_LUMO in eV: 1.0

Bonds (Å) are listed after each position.
Cartesian coordinates (Å):
1 C 1.925 0.257 -0.886  C2 1.205, H5 1.069
2 C 0.884 -0.086 -0.383  C1 1.205, C3 1.433
3 C -0.337 -0.538 0.215  C2 1.433, C4 1.331, H6 1.095
4 C -1.363 0.253 0.524  C3 1.331, H7 1.086, H8 1.090
5 H 2.871 0.538 -1.296  C1 1.069
6 H -0.370 -1.603 0.466  C3 1.095
7 H -2.238 -0.145 1.029  C4 1.086
8 H -1.371 1.325 0.330  C4 1.090


Taking the most stable structure as the zero point, the relative energies in eV are version P 2.717; version Q 0.000.


Version P
Formula: CHPS3
Source: the Open Molecules 2025 dataset
Level of theory: ωB97M-V with the def2-TZVPD basis set

Results
Structure (SMILES): S=PC(=S)S
HOMO-LUMO gap (spin up / spin down) in eV: 6.836 / 6.835
Highest occupied orbital energy (spin up / spin down) in eV: -9.014 / -9.013
Charge: 0
E_LUMO (spin up / spin down) in eV: -2.2 / -2.2

Bonds (Å) are listed after each position.
Cartesian coordinates (Å):
1 S -2.554 -0.688 -0.652  P2 2.136
2 P -1.029 0.607 -1.398  S1 2.136, C3 1.842
3 C 0.219 0.435 -0.054  P2 1.842, S4 1.622, S5 1.830
4 S 0.256 1.649 1.021  C3 1.622
5 S 1.073 -1.172 0.129  C3 1.830, H6 1.312
6 H 2.034 -0.831 0.954  S5 1.312


Version Q
Formula: CHPS3
Source: the Open Molecules 2025 dataset
Level of theory: ωB97M-V with the def2-TZVPD basis set

Results
Structure (SMILES): S=P1=C(S)S1
HOMO-LUMO gap in eV: 6.588
Highest occupied orbital energy in eV: -8.138
Charge: 0
E_LUMO in eV: -1.6

Bonds (Å) are listed after each position.
Cartesian coordinates (Å):
1 S -0.287 -2.276 -0.922  P2 2.173
2 P -1.557 -0.531 -0.666  S1 2.173, C3 1.799, S5 2.176
3 C -0.156 0.490 -0.186  P2 1.799, S4 1.644, S5 1.696
4 S 1.389 0.997 -0.427  C3 1.644, H6 1.409
5 S -1.056 0.375 1.248  P2 2.176, C3 1.696
6 H 1.667 0.945 0.953  S4 1.409


Taking the most stable structure as the zero point, the relative energies in eV are version P 0.000; version Q 0.284.


Version P
Formula: C3H12N2O3
Source: the Open Molecules 2025 dataset
Level of theory: ωB97M-V with the def2-TZVPD basis set

Results
Structure (SMILES): CCNC(N)=O.O.O
HOMO-LUMO gap in eV: 9.660
Highest occupied orbital energy in eV: -9.393
Charge: 0
E_LUMO in eV: 0.3

Bonds (Å) are listed after each position.
Cartesian coordinates (Å):
1 C 2.033 -1.588 0.156  C2 1.536, H7 1.090, H8 1.089, H9 1.085
2 C 0.921 -1.070 -0.768  C1 1.536, N3 1.444, H10 1.086, H11 1.087
3 N 0.948 0.365 -0.930  C2 1.444, C4 1.363, H12 1.010
4 C 0.438 1.308 -0.088  N3 1.363, N5 1.353, O6 1.228
5 N -0.497 0.887 0.794  C4 1.353, H13 1.006, H14 1.007
6 O 0.765 2.486 -0.208  C4 1.228
7 H 2.111 -2.669 0.030  C1 1.090
8 H 1.793 -1.274 1.170  C1 1.089
9 H 2.997 -1.186 -0.138  C1 1.085
10 H 1.026 -1.481 -1.768  C2 1.086
11 H -0.033 -1.439 -0.401  C2 1.087
12 H 1.458 0.763 -1.706  N3 1.010
13 H -0.808 1.530 1.502  N5 1.006
14 H -0.902 -0.035 0.812  N5 1.007
15 O -2.109 -1.254 1.901  H16 0.974, H17 0.966
16 H -3.014 -1.397 1.570  O15 0.974
17 H -2.097 -1.926 2.595  O15 0.966
18 O -2.056 2.649 -1.646  H19 0.965, H20 0.962
19 H -1.702 3.120 -0.881  O18 0.965
20 H -1.274 2.210 -1.997  O18 0.962


Version Q
Formula: C3H12N2O3
Source: the Open Molecules 2025 dataset
Level of theory: ωB97M-V with the def2-TZVPD basis set

Results
Structure (SMILES): NCCC(N)=O.O.O
HOMO-LUMO gap in eV: 9.932
Highest occupied orbital energy in eV: -9.403
Charge: 0
E_LUMO in eV: 0.5

Bonds (Å) are listed after each position.
Cartesian coordinates (Å):
1 N -0.792 1.771 0.960  C2 1.463, H7 0.934, H8 1.032
2 C 0.069 0.747 0.368  N1 1.463, C3 1.584, H9 1.131, H10 1.190
3 C 1.576 1.236 0.369  C2 1.584, C4 1.627, H11 1.096, H12 1.106
4 C 2.505 0.285 -0.570  C3 1.627, N5 1.313, O6 1.247
5 N 2.326 -0.979 -0.263  C4 1.313, H13 0.918, H14 0.983
6 O 3.374 0.628 -1.395  C4 1.247
7 H -0.458 2.636 1.077  N1 0.934
8 H -1.204 1.593 1.889  N1 1.032
9 H 0.148 -0.223 0.944  C2 1.131
10 H -0.167 0.573 -0.785  C2 1.190
11 H 2.055 1.484 1.323  C3 1.096
12 H 1.539 2.289 0.033  C3 1.106
13 H 2.760 -1.516 -0.869  N5 0.918
14 H 1.841 -1.311 0.525  N5 0.983
15 O -4.684 0.407 -0.206  H16 0.970, H17 0.948
16 H -4.039 0.947 0.277  O15 0.970
17 H -5.480 0.541 0.291  O15 0.948
18 O -2.106 -3.486 0.281  H19 0.928, H20 1.000
19 H -2.944 -3.880 0.235  O18 0.928
20 H -2.366 -2.684 -0.257  O18 1.000


Taking the most stable structure as the zero point, the relative energies in eV are version P 0.000; version Q 2.151.